168
Properties=species:S:1:pos:R:3:forces:R:3:mulliken_charge:R:1 method="wB97M-V/def2-TZVPD" total_charge=0 orbital_gap_ev=9.5707 homo_ha=-0.3458 smiles=C1CCOC1.C1CCOC1.C1CCOC1.C1CCOC1.C1CCOC1.C1CCOC1.C1CCOC1.C1CCOC1.COCCOC.COCCOC.COCCOC.COCCOC e_lumo_ha=0.0059
C 10.1371 -1.4440 -1.6975 1.075 -0.828 0.680 -0.584
C 8.7245 -1.0364 -1.6605 -1.391 0.497 -1.031 -0.427
C 8.3152 -1.4379 -3.1029 -0.464 -1.065 0.152 -0.485
O 9.4497 -1.2558 -3.9433 -0.151 0.531 0.128 -0.385
C 10.5781 -1.1222 -3.1023 0.698 -0.116 0.227 -0.402
H 10.1738 -2.5226 -1.5446 0.199 -0.152 0.008 0.271
H 10.7707 -0.9897 -0.9357 -0.003 0.081 -0.044 0.335
H 8.6697 0.0439 -1.5259 -0.370 0.056 0.090 0.270
H 8.1421 -1.5730 -0.9116 -0.097 0.251 -0.021 0.298
H 7.4046 -1.0423 -3.5527 0.262 0.846 0.124 0.302
H 8.1079 -2.5074 -3.1408 -0.041 -0.417 0.450 0.242
H 10.9641 -0.1038 -3.1475 0.147 0.095 -0.231 0.297
H 11.3525 -1.8449 -3.3594 0.131 0.222 -0.533 0.269
C 3.9684 2.2308 6.0830 -0.020 0.102 0.515 -0.381
C 4.1108 3.5955 6.8140 0.291 0.171 -0.815 -0.515
C 4.9369 4.4085 5.7608 -0.180 0.861 0.048 -0.364
O 5.5253 3.5319 4.8611 1.004 -2.358 -0.264 -0.418
C 4.6484 2.4216 4.7077 -0.545 -0.003 0.563 -0.475
H 2.9342 1.8868 6.0758 -0.055 0.168 -0.435 0.309
H 4.4903 1.4463 6.6311 0.213 0.098 0.019 0.240
H 4.5967 3.5181 7.7866 0.345 -0.118 -0.219 0.254
H 3.1401 4.0348 7.0442 -0.002 0.167 -0.358 0.265
H 5.7749 5.0156 6.1034 -0.278 0.092 0.608 0.270
H 4.3579 5.0355 5.0828 -0.894 0.566 0.689 0.243
H 5.1507 1.4816 4.4793 0.495 0.389 -0.358 0.298
H 3.9669 2.6644 3.8924 -0.408 -0.145 0.000 0.275
C -1.1769 7.4212 -2.3038 -0.970 0.257 -0.176 -0.478
C 0.2236 7.1927 -1.8318 1.641 0.424 0.883 -0.400
C 0.6041 5.7633 -2.2429 -0.730 0.063 0.139 -0.387
O -0.6018 5.2335 -2.7833 0.084 -0.655 -1.140 -0.373
C -1.6843 5.9931 -2.2873 -0.346 -0.550 0.310 -0.445
H -1.2736 7.8649 -3.2947 0.285 -0.361 -0.277 0.246
H -1.7701 8.0973 -1.6881 0.160 -0.126 0.393 0.314
H 0.2211 7.2662 -0.7442 0.054 -0.070 0.120 0.130
H 1.0117 7.8742 -2.1519 -0.337 0.316 -0.238 0.332
H 0.9135 5.1659 -1.3853 0.007 -0.063 0.207 0.224
H 1.4094 5.6960 -2.9743 -0.217 0.094 -0.231 0.280
H -1.8978 5.5481 -1.3154 -0.012 0.702 0.787 0.253
H -2.6278 5.8202 -2.8050 0.379 -0.046 -0.769 0.304
C -5.3149 2.0589 1.6066 -0.527 -1.042 0.109 -0.516
C -4.4760 1.2318 0.6064 0.482 0.456 -0.280 -0.414
C -4.2286 -0.0416 1.3704 -0.220 0.607 0.634 -0.317
O -5.4975 -0.3089 1.8965 -1.979 -0.659 0.661 -0.432
C -6.2377 0.9223 2.1949 1.837 -0.112 -0.895 -0.402
H -5.9666 2.8168 1.1718 0.360 0.135 -0.135 0.310
H -4.6722 2.4988 2.3692 -0.077 0.038 0.017 0.232
H -3.5375 1.6555 0.2490 -0.080 0.456 0.156 0.352
H -5.0703 0.9891 -0.2745 -0.091 -0.010 -0.053 0.183
H -3.5843 0.0905 2.2396 0.678 0.331 -0.106 0.207
H -3.8278 -0.8791 0.7994 -0.404 -0.042 -0.147 0.272
H -6.4197 0.9813 3.2680 0.073 0.063 -0.025 0.267
H -7.1837 0.9113 1.6535 -0.026 -0.227 0.065 0.258
C -3.0705 -6.5939 5.4171 -0.126 -2.024 -1.443 -0.580
C -3.3107 -5.3823 4.5483 -1.058 0.707 1.212 -0.286
C -4.5409 -4.8303 5.2984 -0.123 0.602 0.429 -0.456
O -4.3431 -5.0882 6.7024 0.862 -0.469 -0.211 -0.412
C -3.7709 -6.4045 6.7481 0.641 0.251 0.038 -0.423
H -2.0508 -6.9767 5.4596 0.195 0.518 0.345 0.402
H -3.5692 -7.4046 4.8859 -0.170 -0.267 -0.021 0.191
H -3.5685 -5.6675 3.5284 0.355 0.341 -0.022 0.274
H -2.5499 -4.6072 4.6402 0.241 -0.246 -0.406 0.150
H -5.4828 -5.3103 5.0330 -0.052 -0.086 -0.460 0.300
H -4.6347 -3.7489 5.1982 -0.180 -0.055 -0.055 0.282
H -4.5445 -7.1407 6.9663 -0.140 -0.078 -0.244 0.275
H -2.9693 -6.5723 7.4674 -0.415 0.831 0.830 0.282
C -0.0295 -3.8006 -7.8348 -0.189 -0.473 -0.951 -0.481
C 1.0960 -4.2989 -8.7480 0.372 0.351 -0.266 -0.492
C 2.2028 -4.8154 -7.7625 -1.319 -0.432 -0.736 -0.420
O 1.6175 -4.6402 -6.4811 0.123 -0.040 0.898 -0.406
C 0.6954 -3.5702 -6.5476 -0.468 0.929 -0.161 -0.370
H -0.7712 -4.5864 -7.6915 -0.048 -0.056 -0.029 0.273
H -0.5167 -2.9707 -8.3466 -0.074 0.275 0.573 0.305
H 1.4503 -3.4838 -9.3789 0.161 0.093 0.092 0.259
H 0.6606 -5.0224 -9.4373 0.534 -0.393 0.098 0.282
H 3.1909 -4.3563 -7.7919 -0.155 0.471 -0.307 0.300
H 2.3442 -5.8760 -7.9704 0.094 -0.134 0.463 0.225
H 1.1570 -2.5837 -6.5901 0.663 0.115 0.036 0.158
H 0.0087 -3.5006 -5.7039 0.306 -0.684 0.296 0.368
C 3.5177 1.7637 -7.4261 0.150 1.028 1.493 -0.394
C 3.6629 1.8067 -8.8961 -0.396 0.276 -2.029 -0.419
C 2.2220 1.7018 -9.3825 -1.693 -0.828 -0.323 -0.448
O 1.3872 1.5399 -8.2250 0.205 0.014 -0.285 -0.400
C 2.0779 2.1947 -7.1703 -0.888 -1.302 0.306 -0.390
H 4.2248 2.4516 -6.9627 0.166 -0.368 0.359 0.303
H 3.6157 0.7399 -7.0650 0.200 0.166 0.207 0.219
H 4.2498 0.9869 -9.3104 0.142 0.132 0.107 0.276
H 4.0485 2.7498 -9.2834 0.376 -0.024 0.253 0.259
H 2.0186 0.8323 -10.0076 0.211 -0.168 -0.014 0.228
H 1.7833 2.5308 -9.9377 0.655 0.520 -0.120 0.272
H 1.6704 1.7377 -6.2685 0.165 0.140 0.256 0.205
H 1.7790 3.2424 -7.1360 0.697 0.396 -0.200 0.288
C 2.0490 -1.2685 -0.9925 0.868 -1.203 -0.695 -0.524
C 2.6274 -1.1700 0.3983 0.291 -0.164 1.122 -0.474
C 1.3959 -0.8571 1.2391 0.190 0.113 -0.912 -0.376
O 0.7318 0.0374 0.3743 -1.545 1.294 -0.638 -0.400
C 0.9519 -0.2385 -1.0342 0.392 -0.374 1.113 -0.312
H 1.6703 -2.2753 -1.1686 -0.215 -0.070 0.096 0.190
H 2.8360 -1.1456 -1.7366 -0.099 0.254 -0.137 0.330
H 3.3048 -0.3171 0.4412 0.121 -0.004 0.148 0.238
H 3.1451 -2.0624 0.7500 0.123 -0.028 -0.224 0.354
H 1.5195 -0.3506 2.1964 0.382 0.089 -0.128 0.269
H 0.7881 -1.7388 1.4418 -0.096 -0.340 -0.132 0.209
H 1.2811 0.6575 -1.5605 -0.237 0.245 0.278 0.246
H 0.0591 -0.6429 -1.5113 -0.194 0.190 0.123 0.251
C 1.0278 -6.9911 1.3804 -0.093 0.325 1.221 -0.522
O 1.4298 -7.4083 0.1223 -1.357 -0.489 -1.829 -0.399
C 0.3418 -7.3142 -0.8586 0.415 -0.487 -0.336 -0.599
C -0.6801 -8.4916 -0.8895 1.890 0.724 1.144 -0.475
O -1.3884 -8.4071 0.3319 -1.070 -0.974 0.404 -0.245
C -2.2507 -9.5639 0.5949 1.102 1.093 -0.794 -0.696
H 0.7280 -5.9459 1.3044 -0.413 0.131 0.378 0.229
H 1.8420 -7.0432 2.1033 0.486 0.025 -0.387 0.284
H 0.2615 -7.6278 1.8226 -0.370 0.238 -0.242 0.193
H 0.8553 -7.2051 -1.8139 0.050 -0.512 -0.109 0.392
H -0.2591 -6.4053 -0.8277 0.162 0.390 0.887 0.336
H -0.0816 -9.4024 -0.9124 -0.127 -0.384 -0.158 0.325
H -1.2972 -8.4183 -1.7850 -0.292 0.031 -0.026 0.397
H -2.7457 -9.7528 -0.3577 -0.588 -0.302 0.292 0.301
H -2.9144 -9.3316 1.4278 -0.078 0.234 -0.347 0.188
H -1.6749 -10.4449 0.8785 0.279 -0.023 -0.086 0.292
C -4.6962 1.1474 -5.3376 0.025 0.040 0.097 -0.714
O -6.0966 1.1612 -5.3682 -0.736 -0.396 0.097 -0.257
C -6.6781 1.7798 -6.4973 -0.477 0.504 0.355 -0.505
C -8.2114 1.5721 -6.5397 0.271 0.806 0.780 -0.586
O -8.9300 2.3398 -5.4950 1.544 -0.939 -0.788 -0.363
C -8.8941 1.6540 -4.2297 -0.334 0.002 -0.485 -0.561
H -4.2961 2.0959 -4.9791 0.111 0.298 -0.277 0.274
H -4.3114 0.8937 -6.3254 0.314 0.062 -0.069 0.315
H -4.3656 0.4009 -4.6155 -0.182 -0.156 -0.097 0.214
H -6.1680 1.4791 -7.4124 -0.211 -0.623 -0.298 0.452
H -6.5053 2.8559 -6.4827 -0.030 0.375 0.310 0.327
H -8.4775 0.5151 -6.5272 0.030 -0.189 0.538 0.334
H -8.5651 1.9073 -7.5147 -0.069 0.479 0.154 0.345
H -9.3111 0.6755 -4.4677 -0.161 -0.242 0.777 0.273
H -9.4731 2.2183 -3.4987 -0.513 -0.049 -0.405 0.254
H -7.9323 1.5353 -3.7307 0.429 0.032 -0.680 0.198
C 2.0199 -3.2090 6.4952 -1.222 0.020 -0.180 -0.747
O 0.8519 -2.3780 6.3704 0.654 -0.552 -1.537 -0.235
C 0.0993 -2.2647 7.5233 0.263 1.404 1.473 -0.576
C -1.0649 -1.2630 7.4162 1.023 -0.150 -1.336 -0.449
O -0.5814 0.0728 7.5923 -0.629 0.085 0.135 -0.292
C -1.5470 1.0866 7.2552 0.229 -0.757 0.317 -0.658
H 2.4796 -3.2543 5.5079 0.143 0.292 0.204 0.226
H 1.7223 -4.2282 6.7415 -0.124 -0.216 0.119 0.315
H 2.7009 -2.8823 7.2811 0.107 0.367 -0.077 0.294
H 0.7846 -1.7935 8.2278 -0.061 -0.175 0.898 0.318
H -0.2402 -3.2184 7.9275 -0.119 -0.266 -0.139 0.386
H -1.8647 -1.5720 8.0892 -0.085 0.357 0.230 0.379
H -1.3963 -1.3256 6.3797 -0.546 -0.184 -0.147 0.249
H -1.0442 2.0536 7.2719 0.027 -0.176 -0.008 0.228
H -2.3815 1.0948 7.9565 0.031 0.032 0.373 0.304
H -2.0166 0.9158 6.2865 0.303 -0.081 -0.363 0.256
C -0.2214 5.6209 3.7950 0.340 -0.491 0.578 -0.674
O -0.7665 6.4047 4.8329 -0.477 1.608 -0.286 -0.292
C -1.6999 7.4071 4.3250 -0.078 -0.005 -0.407 -0.517
C -1.6825 8.7932 5.0203 0.877 -1.039 0.540 -0.519
O -0.4927 9.5479 4.8857 -0.292 -0.249 -0.360 -0.380
C 0.6705 8.9128 5.3453 0.771 0.275 0.415 -0.551
H 0.5879 5.0152 4.2027 -0.175 -0.145 0.419 0.202
H 0.2988 6.1903 3.0247 -0.534 0.339 -0.353 0.316
H -0.9907 4.9385 3.4335 0.078 0.042 -0.579 0.303
H -2.7051 6.9927 4.4029 -0.252 0.011 0.337 0.401
H -1.5844 7.5498 3.2506 0.532 -0.019 -0.169 0.334
H -1.8498 8.5712 6.0742 -0.080 0.187 0.404 0.326
H -2.4668 9.4695 4.6804 -0.176 -0.459 -0.244 0.334
H 0.5939 8.5304 6.3631 -0.444 -0.197 0.165 0.291
H 1.4435 9.6787 5.4088 0.023 0.051 -0.302 0.274
H 1.0180 8.0920 4.7179 -0.103 0.070 -0.164 0.150